# 1
Here is C24H27N5O3Se3Zr as an isolated structure at a distorted geometry from OMol25. Energies are from the ωB97M-V functional and the def2-TZVPD basis.

Summary:
E	-8681.7811	Eh
highest occupied orbital energy	-0.262	Ha
ΔE to the lowest compared entry with this formula, charge and spin	4.8	kcal/mol
LUMO	-0.258	eV
spin multiplicity	1

Each line ends with the Löwdin charge.
Geometry (Å):
Zr  -0.382  -0.109  0.637  1.198
Se  -2.229  0.779  -1.502  0.969
Se  -2.838  -2.159  -0.043  0.870
Se  -2.007  0.274  2.498  0.051
O  3.093  2.045  -1.089  0.047
O  1.021  -3.951  -1.003  0.068
O  -0.578  2.269  0.233  -0.286
N  1.443  0.473  -0.728  -0.010
N  0.228  -1.742  -0.779  -0.099
N  -1.257  3.448  2.073  0.183
N  1.397  1.051  1.854  0.003
N  0.211  -2.032  1.843  -0.036
C  0.737  -3.328  3.830  -0.027
C  3.169  2.632  1.760  0.006
C  2.300  1.751  1.142  -0.158
C  3.269  2.587  3.139  -0.063
C  1.439  -0.096  -1.960  -0.278
C  1.069  -1.461  -4.383  -0.092
C  0.787  -4.388  1.680  0.012
C  2.290  1.445  -0.391  -0.458
C  0.251  -2.188  3.187  -0.149
C  0.597  -2.997  -0.371  -0.483
C  0.944  -4.491  3.041  -0.036
C  -4.545  -1.292  0.187  -0.405
C  0.710  -1.295  -2.032  -0.250
C  -0.789  3.382  0.860  -0.516
C  -2.609  -0.750  -2.621  -0.505
C  0.529  -3.112  1.120  -0.187
C  1.443  1.102  3.195  -0.125
C  1.864  -0.310  -4.327  -0.069
C  2.381  1.859  3.887  -0.049
C  -0.448  4.688  0.228  0.011
C  2.043  0.395  -3.107  -0.015
C  -2.580  -2.156  -1.973  -0.511
C  -1.076  1.763  -2.714  -0.315
C  0.479  -1.958  -3.227  -0.056
H  -3.611  -0.608  -3.013  0.056
H  -4.480  -0.621  1.022  -0.030
H  1.301  -5.417  3.527  0.120
H  -1.565  -2.582  -2.073  0.020
H  0.914  -3.252  4.876  0.096
H  -1.887  -0.840  -3.428  0.061
H  0.902  -5.199  0.955  0.126
H  -0.113  -1.297  3.718  0.033
H  -0.247  1.097  -2.983  0.011
H  -4.791  -0.702  -0.725  0.026
H  -0.545  5.510  0.945  0.083
H  -5.317  -2.093  0.241  0.031
H  0.754  -1.916  -5.324  0.101
H  -1.558  4.294  2.437  0.090
H  2.473  1.914  4.961  0.109
H  2.563  1.300  -3.091  0.082
H  -0.131  -2.853  -3.280  0.111
H  -1.506  2.518  2.550  -0.031
H  3.888  3.196  1.189  0.118
H  2.215  0.094  -5.277  0.098
H  -3.297  -2.807  -2.411  0.055
H  -0.665  2.477  -2.021  -0.003
H  0.633  0.572  3.678  0.046
H  -1.633  2.151  -3.574  0.045
H  3.964  3.208  3.716  0.119
H  0.550  4.755  -0.239  0.105
H  -1.168  4.977  -0.521  0.086

***

# 2
Here is one molecule with the formula C24H27N5O5S2 at a distorted geometry from OMol25. Energies are from the ωB97M-V functional and the def2-TZVPD basis.

Summary:
E	-2377.2107	Eh
highest occupied orbital energy	-0.294	Ha
ΔE to the lowest compared entry with this formula, charge and spin	0.7	kcal/mol
LUMO	-0.898	eV
SMILES	CCCN1C(=O)/C(=C/c2c(N3CCNC(=O)[C@H]3CC(=O)OCC)nc3c(C)cccn3c2=O)SC1=S
spin multiplicity	1

Each line ends with the Löwdin charge.
Geometry (Å):
S  4.749  -0.643  -2.116  0.673
S  2.030  0.044  -1.070  1.050
O  -4.321  -1.698  0.217  0.108
O  -2.862  -1.012  1.782  -0.017
O  -0.220  -4.453  -1.094  0.079
O  -1.413  3.427  1.036  0.075
O  3.490  2.412  1.562  0.110
N  -0.409  -1.136  0.245  -0.030
N  -2.708  2.140  -0.336  0.108
N  4.206  1.052  -0.137  -0.101
N  -2.062  -0.045  -0.874  0.184
N  1.037  -3.458  0.470  0.102
C  5.608  1.337  0.086  -0.182
C  -4.868  1.884  -2.015  -0.003
C  0.760  1.662  0.798  -0.028
C  -4.685  -0.481  3.302  -0.050
C  -3.755  0.019  2.208  -0.211
C  -4.706  3.040  -1.222  -0.040
C  1.470  -2.320  1.247  -0.155
C  0.307  -1.360  1.481  -0.115
C  3.788  0.186  -1.089  -1.085
C  -2.223  -2.862  0.488  0.004
C  -0.561  1.307  0.404  -0.080
C  -0.998  -2.334  -0.306  -0.166
C  -3.261  -1.800  0.773  -0.492
C  -3.964  0.862  -1.949  -0.176
C  -0.993  0.048  -0.077  -0.245
C  -0.011  -3.501  -0.375  -0.456
C  -4.096  -0.399  -2.730  -0.027
C  -1.523  2.370  0.446  -0.361
C  3.233  1.641  0.664  -0.443
C  6.258  0.284  0.984  -0.241
C  7.725  0.609  1.223  -0.104
C  1.911  1.182  0.263  -0.398
C  -2.857  0.980  -1.055  -0.198
C  -3.629  3.141  -0.407  -0.023
H  -1.889  -3.275  1.442  0.133
H  8.178  -0.142  1.864  0.071
H  -2.682  -3.654  -0.103  0.140
H  1.694  -4.220  0.374  0.156
H  -4.330  -1.212  -2.044  0.072
H  8.267  0.631  0.281  0.075
H  -5.316  -1.279  2.917  0.080
H  0.857  2.492  1.488  0.139
H  -1.328  -2.106  -1.322  0.160
H  -5.719  1.808  -2.674  0.119
H  6.170  -0.695  0.507  0.090
H  -3.410  3.994  0.218  0.131
H  1.851  -2.672  2.211  0.129
H  -4.110  -0.860  4.143  0.080
H  -5.316  0.334  3.643  0.080
H  2.287  -1.807  0.725  0.080
H  5.654  2.318  0.564  0.130
H  5.724  0.253  1.937  0.114
H  -4.337  0.361  1.345  0.117
H  -0.384  -1.794  2.214  0.131
H  0.677  -0.418  1.883  0.120
H  -3.115  0.826  2.572  0.128
H  -5.426  3.839  -1.268  0.108
H  6.110  1.367  -0.884  0.105
H  -4.884  -0.315  -3.471  0.083
H  -3.154  -0.642  -3.215  0.087
H  7.827  1.580  1.703  0.075

***

# 3
Here is C24H27N9O3Ti as an isolated structure at a distorted geometry from OMol25. Energies are from the ωB97M-V functional and the def2-TZVPD basis.

Summary:
E	-2498.8552	Eh
highest occupied orbital energy (spin up / spin down)	-0.190 / -0.294	Ha
ΔE to the lowest compared entry with this formula, charge and spin	11.2	kcal/mol
LUMO (spin up / spin down)	0.208 / 0.033	eV
spin multiplicity	3

Each line ends with the Löwdin spin population.
Geometry (Å):
Ti  -0.071  0.170  -0.224  0.931
O  0.741  -1.587  -0.038  -0.001
O  -0.555  1.819  0.395  0.013
O  -0.802  4.578  0.467  -0.002
N  -2.065  3.071  -3.619  0.011
N  -0.275  -1.748  1.988  0.000
N  -2.753  1.905  -3.571  0.056
N  -1.684  -0.666  -1.167  0.246
N  1.286  -0.024  -2.147  0.008
N  2.043  0.775  0.755  0.006
N  -0.615  -0.421  1.648  -0.013
N  -3.687  -2.137  -2.651  0.238
N  -0.900  1.826  -2.291  0.020
C  -2.450  3.588  3.578  -0.001
C  -2.272  2.221  3.551  0.014
C  3.542  -0.042  -1.051  0.000
C  0.602  4.502  0.245  0.000
C  1.888  -4.138  0.311  0.001
C  2.324  -5.453  0.416  0.000
C  1.764  -6.295  1.367  0.001
C  0.343  -4.503  2.116  0.001
C  -2.338  -0.176  -2.309  0.152
C  -1.138  2.396  1.422  0.017
C  3.351  0.933  0.099  0.001
C  -2.016  1.180  -2.750  0.019
C  0.771  -5.819  2.216  0.000
C  -1.605  1.613  2.485  0.006
C  -1.310  0.186  2.533  0.078
C  0.904  -3.659  1.163  0.000
C  2.721  0.290  -2.287  0.001
C  -0.978  3.014  -2.855  -0.004
C  -3.111  -2.589  -1.495  0.054
C  -2.180  -1.908  -0.786  0.116
C  -1.273  3.790  1.483  -0.002
C  0.438  -2.251  1.033  0.003
C  -3.278  -0.913  -2.991  0.000
C  -1.932  4.373  2.542  0.017
H  1.148  4.603  1.186  0.000
H  3.093  -5.821  -0.251  0.000
H  2.078  -0.035  1.369  0.002
H  2.303  -3.476  -0.439  0.000
H  -1.805  -2.335  0.130  0.007
H  0.757  0.428  -2.885  0.000
H  1.147  -1.026  -2.252  0.001
H  -3.436  -3.558  -1.137  0.001
H  -0.427  -4.115  2.769  0.000
H  -2.424  3.845  -4.151  0.000
H  -3.719  -0.466  -3.877  -0.004
H  3.140  -0.224  -3.151  0.000
H  3.408  1.955  -0.283  0.000
H  -1.620  -0.392  3.400  0.003
H  0.875  3.563  -0.238  0.000
H  4.598  -0.036  -1.329  0.000
H  -2.636  1.603  4.365  0.000
H  -2.038  5.451  2.546  0.001
H  0.324  -6.476  2.951  0.000
H  2.098  -7.322  1.446  0.000
H  -2.968  4.055  4.405  0.000
H  0.862  5.338  -0.401  0.000
H  1.844  1.571  1.352  0.000
H  3.304  -1.056  -0.713  0.000
H  2.800  1.362  -2.486  0.000
H  4.165  0.816  0.816  0.000
H  -0.298  3.841  -2.722  0.000

***

# 4
Here is C24H27NOSiSn as an isolated structure at a distorted geometry from OMol25. Energies are from the ωB97M-V functional and the def2-TZVPD basis.

Summary:
E	-1564.3271	Eh
highest occupied orbital energy	-0.182	Ha
ΔE to the lowest compared entry with this formula, charge and spin	23.0	kcal/mol
LUMO	0.155	eV
spin multiplicity	1

Each line ends with the Löwdin charge.
Geometry (Å):
Sn  0.777  0.448  -0.702  1.197
Si  -4.032  1.782  -0.359  0.715
O  1.236  1.563  1.310  -0.186
N  3.395  0.427  0.122  0.035
C  0.443  -2.202  -1.875  -0.172
C  -4.270  4.179  0.968  -0.138
C  2.496  1.650  2.037  -0.135
C  3.567  0.802  1.399  -0.272
C  -5.315  2.304  -2.725  -0.128
C  -5.867  2.055  -3.977  -0.089
C  4.692  0.460  2.176  -0.023
C  -4.202  0.324  -4.326  -0.087
C  -3.745  6.372  0.109  -0.098
C  -3.668  0.537  -3.037  -0.089
C  -0.705  -1.866  -1.098  -0.183
C  5.519  -0.715  0.282  -0.057
C  4.377  -0.326  -0.419  -0.124
C  -2.906  4.400  -1.037  -0.102
C  1.603  -2.057  -1.075  -0.253
C  -3.586  3.591  -0.106  -0.340
C  1.189  -1.594  0.246  -0.334
C  -0.483  1.981  -1.130  -0.403
C  -2.987  5.799  -0.925  -0.082
C  -0.280  -1.465  0.209  -0.268
C  -5.313  1.049  -4.772  -0.096
C  -4.263  1.519  -2.209  -0.316
C  5.691  -0.332  1.615  -0.056
C  -4.394  5.566  1.051  -0.096
H  -5.038  5.987  1.829  0.102
H  -2.488  6.427  -1.677  0.104
H  6.253  -1.346  -0.222  0.106
H  2.639  -2.257  -1.353  0.083
H  -1.011  1.666  -2.067  0.005
H  -5.776  3.078  -2.107  0.101
H  -4.800  3.547  1.684  0.092
H  -3.763  -0.426  -4.991  0.101
H  2.282  1.301  3.057  0.130
H  6.550  -0.679  2.195  0.112
H  0.596  2.198  1.692  0.126
H  4.251  -0.620  -1.462  0.110
H  -3.872  7.449  0.153  0.095
H  0.446  -2.597  -2.886  0.095
H  -0.911  -1.272  1.074  0.096
H  -2.359  3.919  -1.855  0.092
H  -6.716  2.662  -4.282  0.102
H  -3.347  0.733  0.510  -0.018
H  -1.735  -2.020  -1.398  0.089
H  -5.711  0.853  -5.760  0.096
H  -2.835  -0.051  -2.633  0.082
H  -1.248  1.969  -0.335  -0.052
H  -5.375  1.940  -0.073  -0.038
H  2.821  2.704  2.077  0.139
H  1.825  -1.603  1.135  0.102
H  4.710  0.825  3.205  0.116
H  -0.041  2.987  -1.206  0.010